No. 1
25
Properties=species:S:1:pos:R:3:forces:R:3 method="wB97M-V/def2-TZVPD" charge=0 orbital_gap_ev=8.42 smiles=Cc1c[nH]c2ccccc12.CO relative_energy_ev=0.692
C -0.7381 1.3273 -3.4624 -1.3134 -1.1445 -0.1581
C -0.2338 0.7104 -2.1973 0.1258 0.4591 -1.2852
C 0.9520 0.0574 -2.0575 -0.2226 -0.2247 1.1793
N 1.0081 -0.5306 -0.7822 0.4099 0.0491 -0.7551
C -0.1638 -0.2470 -0.1479 -1.4064 1.1515 0.7278
C -0.5899 -0.5636 1.1465 0.3936 -0.6887 -0.6627
C -1.7943 -0.0718 1.6087 0.5916 0.6383 0.5827
C -2.5419 0.7928 0.8271 -0.3142 0.5193 -1.8156
C -2.1475 1.1308 -0.4812 -0.6832 -0.7404 0.8592
C -0.9842 0.5853 -0.9971 1.5760 -0.8729 1.1958
H -0.8575 2.4090 -3.4783 0.8040 0.0932 -0.1895
H -1.7807 0.9972 -3.6274 0.1476 -0.0313 0.2997
H -0.2460 0.8181 -4.2932 0.4016 0.9353 -0.2360
H 1.7773 -0.1102 -2.7267 -0.0478 0.1976 -0.2231
H 1.8831 -0.6850 -0.2882 -0.5005 -0.3006 -0.1132
H -0.0281 -1.3103 1.6900 0.1685 0.2560 0.3898
H -2.0210 -0.1724 2.6639 -0.3449 -0.4826 -0.1355
H -3.5176 1.1778 1.0861 0.0854 0.0000 0.6626
H -2.8246 1.7430 -1.0586 0.1387 0.1313 -0.2274
C 2.5856 -1.5247 3.4101 -0.7299 -0.6316 -0.4591
O 2.8672 -1.1480 2.0632 0.0185 -0.1987 -0.1807
H 3.1483 -0.8826 4.0818 -0.2507 -0.2557 0.3994
H 1.4986 -1.5217 3.5694 0.1522 0.8025 0.2056
H 2.7756 -2.5948 3.5592 0.7863 0.2695 -0.0663
H 3.3568 -0.3253 2.0790 0.0141 0.0688 0.0056

=====

No. 2
27
Properties=species:S:1:pos:R:3:forces:R:3 method="wB97M-V/def2-TZVPD" charge=0 orbital_gap_ev=8.80 relative_energy_ev=5.510
C 2.5119 -0.7844 -0.0988 -3.1557 -0.0028 -0.1906
C 2.7272 1.4348 0.7945 1.0378 -2.2532 -1.4297
C 1.1044 -0.7139 0.1239 0.7196 -0.2851 0.0129
C 1.4177 1.4582 1.0721 -1.4902 1.1645 -0.0643
C 3.2691 0.3023 0.0885 1.3339 1.9085 1.7847
C 0.5408 0.4198 0.6767 -0.0227 0.2988 0.6233
C -1.9057 -1.7489 0.0839 4.3086 1.7761 4.4424
C -2.2811 -0.3432 0.0165 1.1475 0.8100 0.1028
C -3.5891 -0.2432 0.6801 1.1570 3.0608 3.2911
C -2.3459 -0.0902 -1.4492 0.0454 6.8938 -3.8767
N 4.6333 0.2296 -0.1675 1.5475 0.0364 -2.3762
O -2.4652 -2.4235 -0.6469 -2.6542 -5.3684 -3.2065
O -1.2222 1.0063 -1.8678 -0.9822 -1.5716 5.1976
S -1.2002 0.8787 1.0174 0.3236 -1.7819 -0.5909
H 2.8941 -1.6574 -0.5504 0.4607 -0.8739 -0.3947
H 3.3488 2.2311 1.0846 0.7672 0.9098 0.1815
H 0.5816 -1.6156 -0.1798 -0.2681 0.4298 0.1073
H 1.0766 2.4362 1.4643 -0.3498 -0.9443 0.0476
H -1.0710 -2.0804 0.8044 -1.1421 0.0575 -0.4509
H -4.4829 -0.6531 0.3747 -1.5094 -0.9127 -1.5115
H -3.4465 -0.4815 1.7215 -0.0604 -0.9664 0.6111
H -3.6133 0.8366 0.8696 -1.3361 0.2471 -0.6110
H -3.4001 0.5843 -1.8488 2.9146 -2.5824 1.3948
H -2.1159 -0.9517 -2.0608 -0.4047 0.2943 -0.0764
H -0.8947 1.2927 -0.6932 -1.3630 -0.5100 -5.1188
H 4.8319 -0.4902 -0.9583 -0.1947 2.0152 1.9215
H 5.0964 1.1668 -0.3510 -0.8302 -1.8501 0.1797

=====

Q: Look up the charge of the first one.
A: 0